# 1
Below is C14H12F4O3PtS as an isolated structure at a distorted geometry, with properties calculated with the ωB97M-V functional and the def2-TZVPD basis.

Geometry (Å):
1 Pt 0.484171 0.268132 -0.102490
2 C -3.044577 -2.957249 -1.550186
3 C -2.521719 -2.001087 -0.520352
4 C -3.124988 -0.746309 -0.363062
5 C -2.663245 0.160530 0.567892
6 C -1.560747 -0.154641 1.367539
7 C -0.937910 -1.412558 1.211446
8 C -1.431199 -2.318644 0.272936
9 H -4.132751 -3.015147 -1.514516
10 H -2.635374 -3.957257 -1.415392
11 H -2.761645 -2.602250 -2.542913
12 H -3.977734 -0.496818 -0.982748
13 H -3.177643 1.102235 0.704706
14 H -1.301092 0.482746 2.201607
15 H -0.180356 -1.730393 1.917532
16 H -0.975531 -3.296132 0.181764
17 F 4.384858 2.910351 3.793875
18 C 3.526686 2.282151 2.968494
19 C 3.794636 2.250310 1.613846
20 C 2.890850 1.620653 0.773171
21 C 1.733006 1.016249 1.270895
22 C 1.509170 1.059579 2.647964
23 C 2.400227 1.687512 3.502800
24 H 4.690965 2.719376 1.231033
25 H 3.105039 1.593895 -0.289850
26 H 0.636120 0.581903 3.076438
27 H 2.229255 1.730958 4.570238
28 F 1.958008 1.048624 -2.478596
29 C 1.079728 0.758491 -3.473206
30 F 0.820984 1.879552 -4.129335
31 F 1.660397 -0.100895 -4.302099
32 S -0.433058 0.008345 -2.697291
33 O 0.156664 -1.107005 -1.951046
34 O -1.312887 -0.337945 -3.763471
35 O -0.888309 1.072736 -1.797623

Force components x, y, z for each atom (eV/Å):
Pt 0.900 -0.595 2.159
C 0.049 0.040 -0.012
C 0.270 -0.203 0.138
C 0.032 0.282 0.235
C -0.405 -0.096 -0.258
C 0.592 0.065 -0.042
C 0.380 0.367 0.167
C -0.307 -0.198 -0.196
H 0.000 0.003 -0.004
H 0.006 0.019 0.005
H -0.003 -0.021 -0.056
H 0.004 0.039 0.011
H 0.081 0.037 -0.046
H 0.040 0.040 -0.069
H 0.038 0.030 -0.018
H 0.066 0.033 -0.032
F 0.051 0.019 0.013
C -0.127 -0.083 -0.085
C 0.085 0.015 0.161
C -0.260 -0.268 -0.249
C -0.788 0.291 0.046
C -0.151 -0.254 -0.187
C 0.171 0.070 0.057
H -0.009 -0.011 -0.006
H -0.036 0.078 -0.044
H -0.004 0.073 -0.011
H -0.004 -0.023 -0.010
F -0.004 0.006 -0.101
C -0.179 -0.183 0.091
F -0.094 0.026 0.041
F 0.027 0.009 0.059
S 0.053 0.260 -1.270
O -0.255 -0.034 -0.047
O -0.108 -0.048 -0.088
O -0.114 0.217 -0.353

Calculated values
LUMO level (alpha / beta): -2.06 / -2.06 eV
energy above the lowest of the compared OMol25 structures with the same formula, charge and spin: 1.8564 eV
orbital gap (alpha / beta): 6.51 / 6.58 eV
E_tot: -45804.6999 eV

---

# 2
Below is C14H12IO2Tc as an isolated structure at a distorted geometry, with properties calculated with the ωB97M-V functional and the def2-TZVPD basis.

Geometry (Å):
1 Tc -0.049664 0.249257 -0.304049
2 C -1.396887 2.642344 1.806275
3 C -0.723007 2.336309 0.509074
4 C 0.687234 2.231695 0.415669
5 C 1.329359 1.944530 -0.819110
6 C 0.564162 1.743822 -1.987038
7 C -0.834176 1.703677 -1.886087
8 C -1.466537 1.960289 -0.639647
9 H -1.602373 1.721418 2.361854
10 H -2.349746 3.140920 1.632360
11 H -0.763695 3.270458 2.430703
12 H 1.290217 2.369228 1.307064
13 H 2.409982 1.865791 -0.852595
14 H 1.053340 1.496528 -2.922252
15 H -1.437901 1.432430 -2.744492
16 H -2.546479 1.886252 -0.568437
17 I 0.506458 -8.317153 1.713945
18 C 0.313194 -6.296145 1.665533
19 C 0.383479 -5.630043 0.416266
20 C 0.252613 -4.256434 0.386325
21 C 0.051795 -3.565082 1.580636
22 C -0.013672 -4.230072 2.820530
23 C 0.114309 -5.601877 2.869427
24 C -0.112447 -2.088582 1.645899
25 O -0.281399 -1.431470 2.606641
26 O -0.023736 -1.411384 0.367936
27 H 0.533970 -6.187946 -0.498084
28 H 0.298757 -3.736537 -0.559695
29 H -0.168558 -3.661369 3.728012
30 H 0.065762 -6.123610 3.815789

Force components x, y, z for each atom (eV/Å):
Tc -0.012 0.180 1.286
C -0.011 -0.106 0.049
C -0.086 -0.298 0.154
C 0.213 -0.035 -0.172
C 0.111 0.014 0.163
C 0.271 -0.654 -0.029
C -0.453 -0.238 0.096
C -0.059 -0.049 -0.281
H -0.018 0.026 0.039
H 0.001 -0.002 -0.020
H 0.014 -0.001 -0.009
H 0.024 -0.062 0.022
H 0.018 -0.015 -0.005
H 0.003 0.009 -0.009
H -0.008 0.010 -0.013
H -0.017 -0.038 -0.017
I 0.003 -0.045 -0.003
C 0.021 0.206 -0.407
C -0.008 -0.278 0.346
C -0.042 0.020 0.043
C -0.027 -0.104 0.074
C -0.029 0.282 -0.229
C 0.037 0.030 -0.069
C 0.019 -0.224 1.093
O -0.044 0.089 -0.226
O 0.068 1.320 -1.870
H 0.006 -0.002 0.013
H 0.009 -0.017 -0.011
H 0.004 -0.024 -0.008
H -0.008 0.005 0.001

Calculated values
LUMO level (alpha / beta): -13.22 / -13.22 eV
multiplicity: 2
charge: +3
⟨S²⟩: 0.772
energy above the lowest of the compared OMol25 structures with the same formula, charge and spin: 0.0000 eV
orbital gap (alpha / beta): 6.09 / 6.13 eV
E_tot: -29074.3155 eV

---

# 3
Below is the molecule C14H12N4O5 at a distorted geometry, with properties calculated with the ωB97M-V functional and the def2-TZVPD basis.

Geometry (Å):
1 O -2.056084 -2.890151 1.295735
2 C -1.250685 -2.067448 0.911537
3 N -1.440566 -0.729531 0.966677
4 H -0.731020 -0.108825 0.610450
5 C -2.682201 -0.119834 1.397817
6 C -3.224204 0.786743 0.340316
7 C -2.715216 1.924835 -0.217376
8 C -3.651593 2.331634 -1.199583
9 C -4.653026 1.412493 -1.165323
10 O -4.401120 0.471762 -0.241175
11 H -5.564229 1.321354 -1.722271
12 H -3.583062 3.190475 -1.834715
13 H -1.798924 2.420617 0.034171
14 H -2.507437 0.441391 2.323910
15 H -3.389043 -0.929777 1.592102
16 C 0.063932 -2.446285 0.349498
17 C 0.687723 -3.661714 0.267742
18 C 1.938567 -3.427278 -0.348862
19 C 1.989813 -2.089021 -0.609912
20 O 0.856941 -1.488483 -0.191124
21 C 3.026145 -1.213389 -1.252748
22 N 3.035746 0.079684 -0.618109
23 C 2.044455 0.975475 -0.621170
24 C 2.444461 1.993476 0.234633
25 C 3.717445 1.597808 0.700485
26 N 4.041168 0.439482 0.179082
27 H 4.363693 2.112192 1.381053
28 N 1.694049 3.132877 0.588054
29 O 2.238019 3.993624 1.245241
30 O 0.532985 3.161957 0.219201
31 H 1.154279 0.874685 -1.207391
32 H 4.017273 -1.653416 -1.131925
33 H 2.811818 -1.090819 -2.321657
34 H 2.694553 -4.152121 -0.568947
35 H 0.295334 -4.594458 0.614600

Force components x, y, z for each atom (eV/Å):
O -0.003 -0.255 0.001
C 0.152 0.382 -0.008
N 0.072 0.275 -0.012
H 0.024 -0.146 -0.008
C -0.254 -0.036 -0.024
C 0.638 0.511 0.129
C -0.200 -0.530 0.370
C -0.465 -0.311 -0.134
C 0.196 0.739 -0.468
O -0.115 -0.424 0.258
H -0.143 -0.102 -0.015
H -0.064 0.165 -0.169
H 0.209 0.058 0.144
H -0.118 -0.124 -0.113
H 0.075 0.145 0.069
C 0.147 -1.273 0.040
C -0.598 0.705 0.121
C 0.131 0.690 -0.203
C 0.450 -0.674 0.040
O -0.004 0.195 -0.086
C -0.357 -0.388 -0.156
N -0.350 0.570 -0.139
C -0.071 0.754 0.255
C 0.656 -1.321 -0.501
C -0.483 0.262 -0.099
N 0.891 -0.258 0.395
H 0.167 0.081 0.142
N -0.221 0.231 0.092
O 0.119 0.155 0.120
O -0.336 0.127 -0.118
H -0.162 -0.059 -0.087
H -0.155 0.097 -0.043
H 0.101 0.037 0.152
H 0.228 -0.113 -0.055
H -0.159 -0.164 0.112

Calculated values
LUMO level: -0.45 eV
energy above the lowest of the compared OMol25 structures with the same formula, charge and spin: 2.9535 eV
orbital gap: 8.23 eV
E_tot: -30906.5122 eV
SMILES: O=C(NCc1ccco1)c1ccc(Cn2cc([N+](=O)[O-])cn2)o1

---

# 4
Below is a 2-piece molecular cluster, C14H12N8O4 overall at a distorted geometry, with properties calculated with the ωB97M-V functional and the def2-TZVPD basis.

Geometry (Å):
1 O -1.918165 -2.763717 5.001559
2 N -2.224806 -1.615651 4.650099
3 O -3.396448 -1.164227 4.781944
4 C -1.235863 -0.740003 4.066062
5 C -1.573865 0.532669 3.685124
6 C -0.643834 1.399962 3.113035
7 N -1.027044 2.741922 2.744203
8 O -2.004690 3.260843 3.328995
9 O -0.377234 3.343007 1.861633
10 C 0.675610 1.013699 2.895047
11 N 1.001429 -0.191459 3.274137
12 N 2.274005 -0.820725 3.200535
13 N 1.980786 -2.015745 3.733220
14 N 0.741842 -2.281776 4.146329
15 C 0.082500 -1.130708 3.869423
16 H -2.584499 0.863117 3.839966
17 H 1.369334 1.685881 2.436211
18 C -1.467831 -1.994102 -2.792090
19 C -0.417013 -0.933125 -2.741531
20 C -0.043506 -0.446800 -1.495769
21 C 0.922678 0.535039 -1.392498
22 C 1.522352 1.036354 -2.580187
23 C 1.162252 0.562221 -3.810189
24 C 0.184924 -0.432254 -3.907544
25 C -0.199407 -0.944296 -5.256733
26 N 2.438111 1.999573 -2.148375
27 C 2.355147 2.040486 -0.767476
28 N 1.464628 1.173016 -0.301525
29 H -1.684702 -2.306199 -3.811761
30 H -1.152362 -2.880499 -2.230503
31 H -2.402561 -1.637346 -2.345224
32 H -0.511204 -0.837449 -0.594760
33 H 1.630666 0.951366 -4.709281
34 H 0.361900 -0.453710 -6.055883
35 H -0.008622 -2.019207 -5.334401
36 H -1.262922 -0.773231 -5.450315
37 H 3.037305 2.559918 -2.754800
38 H 2.931108 2.683156 -0.146675

Force components x, y, z for each atom (eV/Å):
O 0.075 2.245 -0.858
N -2.847 -1.587 1.307
O 2.648 -0.505 -0.490
C 0.092 0.989 -0.432
C -0.590 0.056 0.248
C 1.085 -0.619 -0.096
N -1.064 3.029 -0.782
O 1.810 -1.468 -0.951
O -0.857 -1.564 1.790
C -1.784 1.662 -0.279
N 0.155 -3.146 1.182
N -3.614 -2.207 1.724
N 2.350 0.747 -0.862
N 0.280 2.878 -1.193
C 2.049 -0.593 -0.297
H -0.239 0.135 0.027
H 0.473 -0.028 -0.208
C -0.341 -0.351 -0.005
C 0.195 0.234 0.339
C -0.217 -0.194 0.244
C 0.796 0.672 -1.100
C 0.068 0.208 1.542
C -0.155 -0.249 -0.990
C 0.530 0.553 0.237
C -0.119 -0.155 -0.398
N -0.040 0.001 0.090
C -1.638 -1.787 -0.856
N 0.960 1.060 0.493
H -0.052 -0.044 0.089
H -0.068 0.100 -0.078
H 0.106 -0.072 -0.063
H 0.032 0.010 -0.101
H -0.070 -0.066 -0.007
H -0.022 -0.006 0.159
H -0.088 0.080 -0.059
H 0.083 -0.091 -0.044
H -0.380 -0.338 0.543
H 0.397 0.415 0.134

Calculated values
LUMO level: -1.84 eV
energy above the lowest of the compared OMol25 structures with the same formula, charge and spin: 0.1747 eV
orbital gap: 6.75 eV
E_tot: -34815.7493 eV
SMILES: O=[N+]([O-])c1cc([N+](=O)[O-])c2nnnn2c1.Cc1cc2nc[nH]c2cc1C